Record 1
{"formula": "C4H3N3", "method": "wB97M-V/def2-TZVPD", "orbital_gap_ev": 9.033, "homo_ev": -9.723, "e_above_lowest_kj_mol": 522.5, "e_lumo_ev": -0.69, "species": ["C", "C", "C", "C", "N", "N", "N", "H", "H", "H"], "xyz": [[-2.3015, -0.2189, 1.1334], [-1.5730, 0.6739, 0.5920], [-0.3695, 0.4129, 0.0237], [0.7341, -0.3383, 0.6925], [1.6954, -0.6024, -0.3725], [1.2901, -0.1210, -1.4390], [0.0683, 0.5347, -1.2379], [0.2782, -1.2656, 1.0577], [1.1991, 0.1581, 1.5485], [-0.4450, 0.8632, -2.0438]], "mulliken_charge": [-0.281, -0.403, 0.299, -0.148, -0.099, -0.338, 0.152, 0.286, 0.274, 0.258]}



Record 2
{"formula": "C4H3N3O", "method": "wB97M-V/def2-TZVPD", "orbital_gap_ev": 9.827, "homo_ev": -9.653, "e_above_lowest_kj_mol": 372.8, "e_lumo_ev": 0.17, "species": ["C", "C", "C", "C", "H", "H", "H", "N", "N", "N", "O"], "xyz": [[0.7536, -1.0235, 0.9451], [-0.7091, -1.1981, 0.3581], [-0.3725, 0.1150, -0.3361], [-0.3703, 1.3281, -1.2119], [-1.1960, -2.3136, -0.0362], [-1.4451, -0.8131, 1.0261], [-0.8432, 1.5648, -2.1841], [0.6301, 2.1243, -0.6783], [1.3265, 1.5875, 0.1009], [0.7745, 0.3246, 0.3479], [1.4516, -1.6960, 1.6687]], "mulliken_charge": [0.467, -0.276, 0.024, -0.441, 0.282, 0.236, 0.327, -0.084, -0.596, 0.555, -0.493]}



Record 3
{"formula": "C4H3N3O", "method": "wB97M-V/def2-TZVPD", "orbital_gap_ev": 8.281, "homo_ev": -9.891, "e_above_lowest_kj_mol": 587.1, "e_lumo_ev": -1.61, "species": ["C", "C", "C", "C", "H", "H", "H", "N", "N", "N", "O"], "xyz": [[-1.2996, -0.3169, -0.2713], [-0.8742, 0.9680, 0.3494], [0.4394, 1.2704, -0.2110], [0.7497, -1.4615, 0.1405], [-1.2827, 1.7717, 1.3741], [0.9664, 2.2754, 0.3577], [1.1696, -2.0994, 0.6992], [1.2706, 0.4042, -1.0437], [1.5182, -0.8184, -0.6884], [-0.4645, -1.4043, 0.4355], [-2.1928, -0.5892, -1.1420]], "mulliken_charge": [0.502, -0.196, -0.080, 0.169, 0.277, 0.261, 0.509, -0.323, -0.163, -0.432, -0.524]}



Record 4
{"formula": "C4H3N3O", "method": "wB97M-V/def2-TZVPD", "smiles": "O=c1ncccnn1", "orbital_gap_ev": 8.866, "homo_ev": -10.121, "e_above_lowest_kj_mol": 475.9, "e_lumo_ev": -1.25, "species": ["O", "C", "N", "C", "C", "C", "N", "N", "H", "H", "H"], "xyz": [[-0.2546, 2.3257, 0.5278], [-0.3606, 1.0229, 0.2224], [-1.3725, 0.1259, 0.4741], [-0.9607, -1.1419, 0.5421], [0.3678, -1.7722, 0.4114], [1.2096, -1.0782, -0.1849], [1.0179, -0.2430, -1.1748], [0.3089, 0.8208, -0.9914], [-1.9527, -1.5299, 0.9552], [0.6614, -2.6849, 0.8834], [2.1111, -1.5006, -0.1625]], "mulliken_charge": [-0.538, 0.526, -0.392, 0.090, -0.336, -0.243, -0.198, -0.093, 0.370, 0.357, 0.456]}